Record 1
The following is a quantum chemistry calculation of a structure of composition C17H18F5NO5TeZr, from the OMol25 dataset.

The relative energy (zero: lowest compared OMol25 entry of this formula, charge and spin) comes out at 18.07 kcal per mole. The value obtained for the LUMO energy is -8.02 eV. For the HOMO-LUMO gap, the calculation gives 0.31575 hartree. As for the charge: +2.

The geometry in XYZ format:
```
48
C17H18F5NO5TeZr (ωB97M-V/def2-TZVPD)
Zr 0.6903 0.3611 0.7148
C -4.0107 -0.2522 0.1230
C -3.0293 0.6112 -0.6616
C -2.4656 -0.1632 -1.8576
C -1.9492 1.2399 0.2010
C -1.0231 2.1241 -0.3597
C -0.1078 2.8317 0.4356
C -0.1050 2.7103 1.8322
C 0.8343 3.4876 2.6979
C -1.0025 1.7810 2.3887
C -1.8790 1.0527 1.5989
H -4.7944 -0.6060 -0.5446
H -4.4945 0.3001 0.9285
H -3.5197 -1.1326 0.5483
H -3.5844 1.4659 -1.0634
H -2.0524 -1.1192 -1.5300
H -1.6935 0.3884 -2.3952
H -3.2650 -0.3836 -2.5631
H -1.0017 2.2752 -1.4312
H 0.6050 3.4925 -0.0433
H 0.2631 4.1800 3.3191
H 1.5431 4.0629 2.1067
H 1.3802 2.8213 3.3666
H -0.9674 1.5909 3.4534
H -2.5260 0.3306 2.0760
O -1.1797 -3.6153 0.8399
C -0.5939 -2.5186 0.4912
O -0.5501 -1.4985 1.1899
C 0.1062 -2.5262 -0.8194
C 0.3218 -3.6023 -1.6594
C 1.1860 -3.4152 -2.7368
C 1.8531 -2.2055 -2.8942
C 1.5407 -1.1875 -2.0118
N 0.6486 -1.3359 -1.0375
C 2.2282 0.1102 -1.6948
O 3.5069 0.1226 -1.5541
O 1.4863 1.0156 -1.2840
H -1.5589 -3.5706 1.7376
H -0.1412 -4.5602 -1.4663
H 1.3825 -4.2315 -3.4189
H 2.5988 -2.0647 -3.6649
F 1.1162 0.2386 2.5704
Te 4.0094 0.1443 0.4443
F 5.1651 1.4504 -0.0582
F 4.6044 0.2354 2.1583
F 2.7428 1.6009 0.8308
F 5.1690 -1.1916 0.0289
O 2.5126 -0.8450 0.6683
```



Record 2
The following is a quantum chemistry calculation of a structure of composition C19H29AsBLaN8O2, from the OMol25 dataset.

The spin multiplicity is 2. The relative energy (zero: lowest compared OMol25 entry of this formula, charge and spin) comes out at 35.44 kcal per mole. The value obtained for the LUMO energy (spin up / spin down) is -8.12 / -12.73 eV. For the HOMO-LUMO gap (spin up / spin down), the calculation gives 0.34957 / 0.18005 hartree. As for the charge: +3.

The geometry in XYZ format:
```
61
C19H29AsBLaN8O2 (ωB97M-V/def2-TZVPD)
La 0.9880 -0.1277 -0.4288
C -2.2860 -3.2943 -0.5791
C -0.9546 -2.9214 -0.7710
N -0.7052 -1.7553 -0.1680
N -1.8716 -1.3610 0.4232
C -2.8248 -2.2734 0.1842
B -1.8746 -0.1454 1.3924
N -1.7483 1.1895 0.5946
C -2.6370 2.1970 0.5259
C -2.1489 3.1700 -0.3256
C -0.9202 2.6764 -0.7525
N -0.6810 1.4825 -0.2001
N -0.6549 -0.3644 2.3172
C -0.5874 -1.0792 3.4557
C 0.7345 -1.1603 3.8519
C 1.4379 -0.4632 2.8713
N 0.5987 -0.0004 1.9376
N -3.1560 -0.0837 2.2006
C -3.3751 0.4602 3.4097
C -4.7458 0.4053 3.6591
C -5.3038 -0.1828 2.5003
N -4.3466 -0.3816 1.6429
H -2.7797 -4.1749 -0.9382
H -0.1753 -3.4700 -1.2779
H -3.8297 -2.1500 0.5486
H -3.5649 2.1988 1.0600
H -2.6137 4.0959 -0.5963
H -0.2129 3.1334 -1.4256
H -1.4513 -1.4961 3.9341
H 1.1296 -1.6619 4.7125
H 2.4965 -0.2533 2.8211
H -2.5855 0.8233 4.0397
H -5.2833 0.8139 4.4918
H -6.3336 -0.3632 2.2662
C 5.1819 1.8764 -1.4034
As 4.0995 1.1493 0.0277
C 2.9001 2.5449 0.7172
C 5.2882 0.4710 1.4045
O 3.1108 -0.0845 -0.5699
H 5.7650 2.7140 -1.0185
H 4.5575 2.2166 -2.2327
H 5.8719 1.0987 -1.7454
H 3.5132 3.3716 1.0831
H 2.2773 2.1801 1.5477
H 2.2866 2.9299 -0.1099
H 5.8556 1.3029 1.8239
H 5.9871 -0.2235 0.9278
H 4.7505 -0.0430 2.2019
C -1.0002 -1.3725 -4.0190
C 0.3288 -2.0147 -4.4024
C 1.3373 -1.3577 -3.4554
O 0.6497 -0.2649 -2.7865
C -0.5484 0.0035 -3.5569
H -1.4735 -1.9186 -3.1969
H -1.7004 -1.3314 -4.8486
H 0.5686 -1.7858 -5.4432
H 0.3136 -3.0991 -4.3157
H 2.2017 -0.9541 -3.9997
H 1.7008 -2.0513 -2.6762
H -0.2847 0.6370 -4.4127
H -1.2696 0.5206 -2.9171
```



Record 3
The following is a quantum chemistry calculation of a cluster of 2 separate species, C3H10N2O2 in total, from the OMol25 dataset.

The relative energy (zero: lowest compared OMol25 entry of this formula, charge and spin) comes out at 22.82 kcal per mole. The value obtained for the LUMO energy is 0.69 eV. For the HOMO-LUMO gap, the calculation gives 0.36672 hartree. Its SMILES is CNC(=O)CN.O.

The geometry in XYZ format:
```
17
C3H10N2O2 (ωB97M-V/def2-TZVPD)
N 0.8421 0.4249 -2.0934
C 0.4075 1.3992 -1.1014
C -0.4411 0.7786 -0.0143
N 0.1560 0.6568 1.2093
C -0.5886 0.0568 2.3005
O -1.5409 0.3025 -0.2470
H 0.8292 -0.5098 -1.7141
H 0.2015 0.3721 -2.8873
H 1.2843 1.8914 -0.6778
H -0.1310 2.1865 -1.6294
H 0.8641 1.3060 1.4862
H 0.1583 -0.3258 2.9902
H -1.3335 0.7108 2.7814
H -1.2167 -0.7499 1.9135
H 0.9681 -2.9978 -0.7519
H -0.5373 -2.5556 -0.4629
O 0.0782 -2.9466 -1.1015
```



Record 4
The following is a quantum chemistry calculation of a cluster of 3 separate species, C3H16N2O2 in total, from the OMol25 dataset.

The relative energy (zero: lowest compared OMol25 entry of this formula, charge and spin) comes out at 21.23 kcal per mole. The value obtained for the LUMO energy is -6.23 eV. For the HOMO-LUMO gap, the calculation gives 0.46248 hartree. As for the charge: +2.

The geometry in XYZ format:
```
23
C3H16N2O2 (ωB97M-V/def2-TZVPD)
C 0.3801 -0.6398 1.2974
C -0.0791 0.2467 0.1345
C 0.8644 0.0156 -1.0880
N 0.7454 1.0876 -2.1524
N -0.7994 -1.0541 2.1581
H 1.1040 -0.1232 1.9185
H 0.8057 -1.5252 0.8340
H -0.0794 1.3146 0.3168
H -1.0684 -0.0395 -0.2287
H 1.9240 -0.1163 -0.8866
H 0.5066 -0.9031 -1.5533
H 1.6510 1.0956 -2.6194
H 0.0050 0.9158 -2.8296
H 0.5905 2.0776 -1.8007
H -0.7008 -2.0056 2.4902
H -1.6500 -0.9443 1.6111
H -0.8359 -0.4375 2.9635
H -2.0834 -3.9558 0.7921
H -1.1866 -3.5223 -0.2776
O -1.5072 -3.1905 0.5569
H 0.1490 4.2008 -1.2561
H 0.9078 3.6849 0.1065
O 0.6878 3.5045 -0.8108
```



Record 5
The following is a quantum chemistry calculation of a structure of composition C21H16N6SZn, from the OMol25 dataset.

The value obtained for the LUMO energy is -6.71 eV. For the HOMO-LUMO gap, the calculation gives 0.28364 hartree. As for the charge: +2.

The geometry in XYZ format:
```
45
C21H16N6SZn (ωB97M-V/def2-TZVPD)
Zn -1.1337 -0.3573 -0.1869
N 0.4966 3.1509 1.7872
C -0.2889 2.1296 1.5186
N -0.1733 1.3688 0.4543
C 0.8224 1.6888 -0.5033
N 0.8347 1.1633 -1.6926
N -0.2336 0.3108 -1.8284
C -0.8103 0.1107 -2.9368
C -2.1196 -0.5849 -2.8578
C -2.8012 -0.9734 -3.9907
C -4.0681 -1.5312 -3.8562
C -4.6126 -1.6705 -2.5930
C -3.8686 -1.2601 -1.4978
N -2.6499 -0.7289 -1.6165
C 1.8229 2.6874 -0.1498
C 2.9397 2.9459 -0.9481
C 3.8149 3.9488 -0.5947
C 3.5816 4.7167 0.5496
C 2.4837 4.4756 1.3497
C 1.6163 3.4538 0.9920
H 0.3235 3.7008 2.6173
H -1.0618 1.9074 2.2441
H -0.4318 0.5048 -3.8763
H -2.3491 -0.8353 -4.9644
H -4.6223 -1.8453 -4.7306
H -5.6019 -2.0821 -2.4469
H -4.2640 -1.3486 -0.4942
H 3.0966 2.3534 -1.8390
H 4.6832 4.1495 -1.2073
H 4.2673 5.5102 0.8145
H 2.3040 5.0661 2.2401
S -0.6515 -4.6885 0.6671
C -1.1870 -3.2157 0.0330
N -0.7152 -2.1363 0.6098
C 0.1511 -2.4669 1.6540
C 0.8288 -1.5658 2.4761
C 1.6437 -2.0722 3.4614
C 1.7934 -3.4576 3.6397
C 1.1302 -4.3555 2.8328
C 0.3051 -3.8377 1.8334
H -1.8771 -3.1900 -0.8009
H 0.7155 -0.4970 2.3349
H 2.1803 -1.3944 4.1121
H 2.4417 -3.8249 4.4240
H 1.2445 -5.4228 2.9668
```



Record 6
The following is a quantum chemistry calculation of the molecule C2H3NO3, from the OMol25 dataset.

The relative energy (zero: lowest compared OMol25 entry of this formula, charge and spin) comes out at 135.57 kcal per mole. The value obtained for the LUMO energy is 0.57 eV. For the HOMO-LUMO gap, the calculation gives 0.41992 hartree. Its SMILES is O=[N+]([O-])[C@H]1CO1.

The geometry in XYZ format:
```
9
C2H3NO3 (ωB97M-V/def2-TZVPD)
C 0.4349 0.0322 -0.1832
C -0.6242 -0.7716 0.4728
N -0.0164 -1.1872 1.9539
O 1.1150 -1.6079 1.9975
O -0.7848 -0.9948 2.8326
O 0.1353 -1.2839 -0.5149
H 0.1339 0.7700 -1.0104
H 1.4039 0.1029 0.2333
H -1.6018 -0.6357 0.3827
```